Below is C42H116IMgN9O12 as an isolated structure at a distorted geometry, with properties calculated with the ωB97M-V functional and the def2-TZVPD basis.

## Properties
- Highest occupied orbital energy: -7.92 eV
- Total charge: 0
- HOMO-LUMO gap: 6.933 eV
- E_LUMO: -0.985 eV

Structure (XYZ):
```
181
Properties=species:S:1:pos:R:3:forces:R:3
C 8.2446 0.6619 0.9224 -1.514 -0.495 -2.095
O -3.1633 -3.8760 -1.3011 -1.301 -2.908 -0.298
O -3.1915 -3.0592 1.3648 0.105 0.038 -0.532
H -3.5053 -1.9463 -1.7173 0.126 0.029 -0.217
C -4.4365 1.8003 5.5017 0.731 -1.319 -0.561
H -5.2715 2.8413 -2.2046 -0.538 0.094 -0.377
H -4.0194 -1.9290 2.8087 -0.127 -0.056 0.678
O 2.8515 -2.7741 5.8966 -0.662 -0.171 -1.025
C 3.9455 -1.1667 3.7639 1.318 0.529 -0.478
C 2.0630 -1.7120 5.2997 -0.099 0.137 0.592
H -0.6695 1.4436 -4.3174 0.144 -0.491 -0.221
H 1.7503 2.7256 1.7061 0.102 -0.085 -0.261
H -5.0600 -1.3690 0.0467 0.101 0.187 -0.114
H 1.9800 -3.1865 -2.2393 -1.121 0.069 -0.346
C -4.0838 -6.3870 0.2880 -1.161 -0.830 0.747
O 5.9028 0.3139 0.0556 2.525 0.635 0.706
C -2.3289 4.0571 0.5192 0.581 0.589 0.162
C 1.7476 -2.9397 -1.2033 1.140 -0.462 0.498
H 2.1724 -0.2079 -2.9699 0.083 0.471 0.003
H 0.5375 -4.6526 -0.8205 0.252 -0.401 0.335
C 2.7616 -0.6343 -3.7819 -1.380 -0.793 -0.206
H -6.9944 -0.4119 -1.4142 0.151 -0.330 0.296
Mg -1.9151 -4.0260 0.2468 -2.299 3.083 1.521
H -3.0516 3.2262 -3.8087 0.019 -0.019 0.306
H 4.9786 3.6402 2.5008 0.476 -0.796 0.034
H 2.1683 -2.1670 3.2870 0.131 -0.638 -0.306
H -1.6545 -1.4891 -6.1444 0.523 0.424 0.181
C 6.7279 0.4185 1.2437 0.179 0.347 -0.420
I -0.2529 0.5190 -0.2625 0.030 0.061 -0.082
H -0.5730 -3.0835 -1.9739 -0.896 -0.451 -0.701
H -4.9672 2.6396 5.9512 0.398 0.108 -0.104
H -2.5391 6.2170 0.7877 0.422 -0.105 -0.207
H 0.5063 -0.6770 -5.1395 -0.278 0.028 -0.005
H -2.8841 3.1703 0.8248 0.384 -0.302 0.296
H 2.9129 0.0691 -4.6008 -0.192 0.133 0.028
H -4.5553 1.2899 -2.1508 0.117 -0.219 0.323
C 4.5368 0.1748 0.3032 0.203 -0.496 -0.328
H 2.3045 4.0802 2.6269 0.332 0.328 -0.056
H 2.9089 -4.3588 4.4474 0.328 0.441 -0.344
H 0.0288 0.9064 5.2948 -0.148 -0.075 0.261
C 0.5929 -1.5251 -4.4602 1.221 0.108 1.255
H 0.4202 -4.8705 3.2550 0.183 0.131 -0.030
O 1.2112 6.0674 -2.3781 -0.859 -0.269 0.295
H -5.6884 -0.7001 1.5617 -0.399 -0.406 0.108
H 0.2763 -3.1290 -5.7902 -0.146 -0.231 -0.201
C 2.5303 -4.1038 5.4373 0.517 0.783 0.057
H -4.4418 -5.4624 0.7408 0.448 0.147 0.104
C 5.8598 3.9154 0.4878 0.460 0.965 2.522
H -3.8980 5.3398 1.3060 -0.252 -0.291 -0.125
H 4.6053 4.4470 -0.9504 -0.987 0.527 0.517
H -1.2767 -4.4488 3.4887 -0.163 -0.182 -0.442
C -1.8227 0.3623 4.2675 -0.147 1.827 -0.105
C 8.9195 -0.5139 0.2235 -0.636 -0.871 0.293
N -0.4008 -3.7022 -3.8362 0.163 0.040 -0.603
C 7.2124 4.4310 1.0918 -0.434 -1.371 -0.266
H 7.2068 5.4876 1.3597 -0.052 -0.089 -0.221
H 2.9832 2.4696 2.9056 0.663 -0.041 -0.215
O -2.3339 0.6057 -3.3715 -0.354 -0.562 -0.192
H 0.4452 4.3945 -1.3506 -0.361 0.030 -0.167
O 3.5850 3.4399 1.0300 -2.182 -1.248 1.821
H 9.9663 -0.3180 -0.0088 -0.078 0.218 -0.262
H -2.9178 -7.2799 -1.1758 0.004 0.080 -0.420
H 4.1840 0.8022 1.1217 -0.113 0.113 0.013
N -7.8628 1.8644 -2.7754 0.869 -0.020 0.268
H -2.2417 1.3715 -5.2063 0.300 -0.108 -0.191
H -0.1450 -3.1800 3.5271 0.374 0.330 -0.615
H -4.9597 -6.8729 -0.1418 -0.133 0.325 -0.582
C -2.9956 -6.2896 -0.7270 -1.046 1.045 -1.751
H 8.9166 -1.3923 0.8689 0.080 -0.081 0.405
H -3.7671 0.5200 3.1988 -0.088 -0.295 0.000
H 1.6456 -1.8596 -1.0984 0.342 0.050 0.038
O -3.6315 2.1789 4.4383 1.078 1.256 -1.812
H 1.3298 4.3222 -4.2720 -0.031 -0.030 -0.142
C -6.5989 1.1173 -2.8584 -0.003 0.451 -0.553
N -1.6795 -5.9240 -0.1505 -0.481 -2.910 -0.648
H -5.9187 -0.8308 -2.8157 -0.053 -0.644 0.171
H -5.8297 1.7334 -0.9622 0.204 -0.056 0.197
H 1.0163 -2.0148 5.3273 -0.291 -0.026 -0.062
H -0.0549 7.5214 -2.8488 -0.195 0.173 0.070
H 8.5482 0.6391 2.8529 0.425 -0.017 0.584
H -1.8976 0.6388 -2.5170 0.351 0.102 0.462
H 0.7378 -0.3852 3.4159 -0.280 0.042 0.287
H 1.8054 5.1803 -0.5994 0.286 0.010 0.200
H 2.8028 3.0863 -0.6075 0.248 -0.021 0.097
C 2.6476 3.1679 2.1389 -0.414 0.185 -1.330
H -0.5019 3.2077 0.7070 -0.308 -0.495 -0.316
H 5.9072 4.0407 -1.3772 1.070 0.575 -0.982
C -0.3436 -4.1273 3.0260 -0.905 -0.484 0.372
H -4.4757 -5.4011 -2.0236 0.029 0.317 -0.339
H 4.4035 -0.8847 0.5218 -0.748 -0.156 0.196
H -1.3456 2.0149 5.6435 -0.157 -0.445 0.374
H 5.9836 2.8849 0.1549 -0.129 -0.436 0.809
H 8.0138 4.1668 0.4018 0.002 0.637 -0.447
C -0.2190 -2.7122 -4.9132 -1.290 1.187 -0.367
H -1.5407 3.0107 -2.8054 -0.175 0.652 0.128
H -1.0553 -6.4097 -0.7786 0.820 0.800 -0.569
C 0.6513 -3.4886 1.0163 0.940 0.553 -0.715
H 1.5637 -3.9270 1.4205 0.007 -0.462 -0.057
H -1.4787 3.6254 -4.5038 0.125 0.258 0.242
C 2.4525 -1.3011 3.8850 0.429 -1.388 -0.922
O -8.0040 -0.7419 -3.1908 0.739 -1.793 -0.195
H 4.3127 -0.2461 4.2175 -0.143 0.162 0.221
H -2.5685 1.7699 2.8136 0.025 -0.118 -0.187
H 3.7411 -0.8882 -3.3767 -0.170 -0.610 -0.204
H -0.8276 -4.4884 -4.3050 -0.233 -0.385 0.193
H 0.8741 7.8043 -1.3890 -0.208 0.173 0.366
C -1.6696 -2.1930 -5.3123 0.565 -0.621 -1.026
H 1.8669 2.2287 -1.5888 -0.218 -0.158 -0.101
H 1.4577 -4.2826 5.3617 -0.223 0.060 0.531
H -2.5000 5.3684 2.3045 0.349 -0.537 -0.080
H 2.4785 2.9862 -4.4078 0.527 0.230 0.425
H -0.4529 2.1847 4.2577 -0.202 -0.358 -0.920
H -3.8752 -7.1536 1.0343 0.535 0.342 0.511
H -2.4712 4.1522 -0.5573 -0.319 0.119 -0.181
H 4.0664 0.4450 -0.6422 -0.394 0.014 0.234
C -1.9915 2.9730 -3.7970 0.097 -0.497 -0.339
C -3.7216 -2.9220 -2.1524 -0.164 0.872 0.026
C 1.7939 3.4975 -3.7311 -0.347 1.253 0.836
H 3.1781 4.7369 -2.4534 0.551 -0.478 -0.526
H -5.1215 -3.0476 2.0405 -0.407 -0.133 -0.006
C -4.8129 -1.1389 1.0831 0.203 0.126 -0.146
C 1.3785 4.9146 -1.5664 -0.423 0.317 -0.932
H 1.0147 2.7682 -3.5093 -0.185 -0.001 0.150
H 4.3009 -1.1227 2.7344 -0.473 0.207 -0.279
H -7.0526 -2.5472 -3.6174 0.372 -0.148 0.523
H -2.3377 -1.7717 -4.5611 0.714 0.058 0.422
H 6.5940 -0.4351 1.9082 0.007 -0.541 -0.066
H 2.1480 -0.8404 5.9486 0.217 -0.069 0.242
H 4.4512 5.0550 1.8557 0.332 0.814 -0.702
N -0.6690 -3.0332 -0.9697 0.892 0.647 -0.084
H -8.3857 -2.6369 -2.3692 0.209 -0.152 0.071
H 7.5297 3.8189 1.9360 -0.395 0.094 0.490
C 0.5746 -3.6106 -0.5026 1.095 -0.325 -0.528
H -4.8048 -3.0381 -2.1871 -0.127 -0.036 -0.111
H -1.5984 -6.6005 0.5950 0.094 0.318 1.104
H -5.1641 1.1058 5.0816 -0.380 -0.450 0.605
H -0.8167 0.2528 2.5652 0.239 0.122 -0.545
H -8.6479 -2.5287 -4.1288 -0.570 0.536 0.154
H 9.9159 0.6802 1.9400 0.223 0.093 0.543
N -1.0735 -0.4257 3.2678 -1.283 0.236 0.681
O -0.9306 4.0647 0.7641 0.400 -0.076 0.399
C -4.3049 -2.3524 1.8457 0.963 -0.424 0.376
H -0.5352 -2.0402 -0.8434 -0.494 0.948 0.574
H 0.2021 -1.3103 -3.4656 -0.301 0.816 0.120
C -8.0308 -2.1886 -3.2971 0.100 0.992 -0.455
C -5.5087 1.7969 -2.0019 0.235 -0.957 -0.416
H -7.5179 2.7747 -3.0444 -0.599 0.669 -0.168
H -3.2846 -3.0338 -3.1447 -0.061 0.210 -0.098
C -2.8108 5.2749 1.2640 -1.281 0.990 0.037
C -2.9973 1.1692 3.6157 -0.108 0.537 0.734
H 8.1861 1.4398 0.1611 0.194 0.489 0.042
H -4.1040 -0.3163 1.1782 0.419 -0.127 -0.638
H 2.6880 -3.3239 -0.8082 0.207 0.460 0.810
H 6.3894 1.2797 1.8198 -0.104 0.309 0.107
H 4.5723 -1.9690 4.1532 -0.561 -0.259 0.502
C -6.8290 -0.3286 -2.4883 -0.688 0.862 -0.197
O 2.0026 -1.8062 -4.2580 0.418 0.081 -0.220
C -1.7527 1.5434 -4.2475 -0.477 0.543 -0.041
H 3.0387 -4.7918 6.1128 -0.363 0.055 0.201
C 2.3387 4.0486 -2.3542 -0.396 -1.370 -0.401
H -7.9191 1.9433 -1.7700 -0.904 0.352 0.510
H 0.7280 -2.4310 1.2685 -0.284 0.328 0.075
N 2.6606 2.8531 -1.5799 0.621 -0.023 -0.065
H -2.7797 -5.2185 -2.7174 -0.261 -0.710 -0.332
H -6.3649 1.0549 -3.9211 0.436 0.368 -0.124
H 1.8387 -0.0435 2.3433 0.564 -0.154 -0.264
C 4.7117 4.0491 1.5263 1.626 0.183 0.391
O -0.5075 -4.0582 1.5968 1.117 0.113 1.487
N 5.5505 4.6800 -0.6814 -0.360 -0.248 -1.648
H -2.2530 -0.2543 5.0566 0.311 -0.360 -0.015
H -3.6964 1.3270 6.1469 -0.911 -0.346 1.148
H 8.3634 -0.8636 -0.6463 0.155 0.398 -0.308
H -2.2323 -2.9864 -5.8043 0.013 -0.606 0.300
H -1.7093 -1.0416 2.7816 -0.266 -0.417 -0.226
H -0.5733 6.7517 -1.3497 0.180 -0.587 0.107
N 9.0004 1.0868 2.0685 -0.495 0.131 0.255
C -3.4176 -5.2214 -1.8335 1.318 0.167 1.445
H 0.5031 -4.0347 -3.5318 0.411 -0.067 -0.056
C -0.8578 1.3954 4.8910 0.061 0.001 0.530
C 0.2987 7.0532 -1.9302 0.705 0.541 -0.705
N 1.7198 -0.1616 3.3393 0.410 0.232 1.142
```
Forces are in eV/Å.